The following is a quantum chemistry calculation of a molecular structure, C43H50N8O8SbSi3TeTl in a non-equilibrium geometry, from the Open Molecules 2025 dataset.

Computed properties:
Highest occupied orbital energy in hartree: -0.1044
Net charge: -2
Energy in eV: -115861.7349
Strongest force on any atom in hartree/bohr: 0.0255
Spin multiplicity: 1

Each line ends with the Mulliken charge.
Element x y z (Å)
Tl (-0.6228, -0.2026, 0.0313)  1.085
C (-2.4229, -0.5005, 4.5962)  -1.039
C (-3.4531, -1.4234, 4.4729)  -0.610
C (-3.4537, -2.2944, 3.4004)  -1.022
C (-2.4079, -2.2385, 2.4729)  0.723
N (-1.4148, -1.3566, 2.6150)  0.456
C (-1.4305, -0.5083, 3.6317)  -0.476
C (-2.3604, -3.0815, 1.2571)  0.772
C (-3.3553, -4.0133, 0.9553)  -1.226
C (-3.2797, -4.7104, -0.2350)  -0.898
C (-2.2420, -4.4453, -1.1111)  -1.024
C (-1.2820, -3.5040, -0.7463)  0.656
N (-1.3411, -2.8638, 0.4199)  0.400
C (-0.1491, -3.1292, -1.6258)  0.253
C (-0.0010, -3.6268, -2.9186)  -0.437
C (1.0744, -3.2007, -3.6804)  -1.134
C (1.9715, -2.2974, -3.1350)  -0.753
C (1.7534, -1.8629, -1.8368)  -0.533
N (0.7254, -2.2655, -1.1067)  0.798
H (-2.4001, 0.2034, 5.4149)  0.491
H (-4.2528, -1.4556, 5.2015)  0.410
H (-4.2644, -2.9982, 3.2818)  0.362
H (-0.6067, 0.1973, 3.6509)  0.628
H (-4.1723, -4.1917, 1.6378)  0.345
H (-4.0336, -5.4440, -0.4893)  0.413
H (-2.1850, -4.9680, -2.0528)  0.407
H (-0.7119, -4.3215, -3.3414)  0.355
H (1.2071, -3.5733, -4.6881)  0.357
H (2.8078, -1.9235, -3.7067)  0.458
H (2.4269, -1.1583, -1.3657)  0.353
O (2.2752, 1.3800, -3.4062)  -0.895
C (1.1806, 0.9436, -3.0237)  -0.437
O (0.8586, 0.8230, -1.8001)  0.552
C (0.2441, 0.5228, -4.1978)  0.458
C (0.6546, 0.9657, -5.4247)  -0.276
C (-0.0093, 0.6409, -6.6217)  -1.079
C (-1.1407, -0.1495, -6.5751)  -0.422
C (-1.6260, -0.5739, -5.3618)  -0.506
C (-0.9325, -0.3155, -4.0930)  0.256
O (-1.3306, -0.8665, -3.0490)  -0.137
N (-2.8158, -1.3517, -5.3933)  1.047
O (-3.6996, -1.1622, -4.5644)  -0.558
O (-2.9469, -2.1796, -6.2904)  -0.677
N (0.4386, 1.1382, -7.8684)  1.031
O (-0.1945, 0.8492, -8.8860)  -0.708
O (1.4424, 1.8415, -7.9027)  -0.674
H (1.5397, 1.5846, -5.4634)  0.756
H (-1.6648, -0.4052, -7.4847)  0.586
C (-3.9393, 1.0739, 0.9216)  0.171
Te (-3.6693, 0.1999, -1.0612)  0.490
C (-5.8441, 0.3875, -1.1378)  -1.461
C (-6.3195, 0.9390, 0.1689)  0.734
C (-7.6792, 1.1297, 0.4056)  -0.648
C (-8.1261, 1.6563, 1.6057)  -0.545
C (-7.2109, 1.9992, 2.5912)  -0.601
C (-5.8589, 1.8107, 2.3636)  -0.525
C (-5.4011, 1.2776, 1.1607)  0.082
H (-3.4112, 2.0272, 0.9897)  0.396
H (-3.5173, 0.4288, 1.6951)  -0.263
H (-6.2883, -0.5890, -1.3282)  0.444
H (-6.1465, 1.0404, -1.9569)  0.471
H (-8.3877, 0.8601, -0.3693)  0.448
H (-9.1861, 1.8080, 1.7689)  0.379
H (-7.5514, 2.4196, 3.5298)  0.387
H (-5.1377, 2.0963, 3.1197)  0.497
N (-1.2879, 3.2925, -1.1878)  -0.168
C (-0.2735, 3.2445, -0.2638)  0.677
O (-0.3139, 2.4041, 0.6584)  -0.138
C (0.7406, 4.2607, -0.3669)  0.022
C (0.6022, 5.3737, -1.1989)  -0.337
N (0.4536, 6.3246, -1.8436)  -0.687
C (1.9062, 4.0835, 0.3638)  -0.040
N (2.8825, 3.8638, 0.9526)  -0.511
H (-1.1011, 3.8030, -2.0363)  0.239
H (-1.7872, 2.4211, -1.3083)  -0.195
C (6.1448, 1.5969, 0.9669)  -1.251
Si (4.6627, 1.1211, -0.1550)  0.987
C (4.5721, 2.3699, -1.5756)  -0.794
C (5.2557, -0.5215, -0.9553)  -1.021
Sb (2.3717, 0.7360, 1.0310)  -1.122
Si (2.6597, 1.9497, 3.3503)  1.118
C (2.5028, 0.8156, 4.9022)  -1.163
C (4.2776, 2.8884, 3.7617)  -1.388
C (1.1899, 3.1496, 3.5743)  -0.715
Si (3.0869, -1.6338, 1.9969)  0.690
C (3.1938, -3.1634, 0.8382)  -1.234
C (4.7980, -1.6708, 2.8853)  -1.250
C (1.8656, -2.3501, 3.2881)  -0.558
H (7.0525, 1.7204, 0.3748)  0.412
H (6.3371, 0.8267, 1.7134)  0.261
H (5.9551, 2.5315, 1.4887)  0.310
H (5.4740, 2.3648, -2.1902)  0.400
H (4.4282, 3.3775, -1.1907)  0.308
H (3.7258, 2.1230, -2.2203)  0.052
H (6.2922, -0.4468, -1.2848)  0.526
H (4.6512, -0.7550, -1.8308)  0.179
H (5.1871, -1.3606, -0.2657)  0.128
H (3.3184, 0.0976, 4.9667)  0.278
H (1.5704, 0.2524, 4.8967)  0.129
H (2.5248, 1.4191, 5.8103)  0.431
H (5.1229, 2.2030, 3.8122)  0.316
H (4.2102, 3.3911, 4.7273)  0.407
H (4.4922, 3.6358, 3.0035)  0.334
H (0.4600, 2.9672, 2.7860)  -0.189
H (1.5102, 4.1860, 3.4775)  0.334
H (0.6869, 3.0221, 4.5341)  0.441
H (3.8565, -3.0298, -0.0151)  0.352
H (2.2024, -3.3880, 0.4517)  0.129
H (3.5422, -4.0350, 1.3949)  0.506
H (5.6162, -1.5929, 2.1699)  0.365
H (4.9296, -2.5983, 3.4437)  0.399
H (4.8974, -0.8427, 3.5857)  0.289
H (0.8411, -2.1451, 2.9839)  -0.410
H (2.0160, -1.9418, 4.2857)  0.370
H (1.9747, -3.4333, 3.3521)  0.437

The following is a quantum chemistry calculation of a molecular structure, C38H31N2O4PY, from the Open Molecules 2025 dataset.

Computed properties:
Highest occupied orbital energy in hartree: -0.3706
Net charge: +1
Energy in eV: -61407.7691
Strongest force on any atom in hartree/bohr: 0.0172
Spin multiplicity: 1

Each line ends with the Mulliken charge.
Element x y z (Å)
Y (-0.3688, -0.4542, 0.2804)  0.273
O (-3.3124, -0.1720, -0.1452)  -0.686
C (-2.4515, 0.5781, 0.3102)  -0.170
C (-2.7930, 1.9752, 0.7810)  0.735
C (-4.0727, 2.3500, 1.1873)  -0.719
C (-4.2963, 3.6142, 1.6971)  -0.600
C (-3.2428, 4.5224, 1.8003)  -0.628
C (-1.9706, 4.1656, 1.3903)  -0.628
C (-1.7417, 2.8860, 0.8865)  0.914
P (-0.1182, 2.3625, 0.2467)  1.265
C (-0.1112, 3.0790, -1.4228)  1.193
C (-1.1153, 2.5933, -2.2620)  -0.542
C (-1.2414, 3.0545, -3.5608)  -0.921
C (-0.3547, 4.0059, -4.0469)  -0.547
C (0.6570, 4.4807, -3.2294)  -0.860
C (0.7812, 4.0193, -1.9247)  -0.343
C (1.0495, 3.0560, 1.4548)  0.563
C (1.0012, 2.3865, 2.6816)  -0.691
C (1.8051, 2.7523, 3.7456)  -0.770
C (2.6986, 3.8060, 3.5940)  -0.585
C (2.7611, 4.4803, 2.3873)  -0.821
C (1.9406, 4.1141, 1.3250)  -0.319
H (-4.8770, 1.6291, 1.0979)  0.503
H (-5.2867, 3.9060, 2.0215)  0.407
H (-3.4167, 5.5125, 2.2015)  0.441
H (-1.1616, 4.8826, 1.4693)  0.476
H (-1.8264, 1.8547, -1.9121)  0.281
H (-2.0334, 2.6672, -4.1879)  0.444
H (-0.4505, 4.3708, -5.0611)  0.395
H (1.3597, 5.2144, -3.6016)  0.431
H (1.5961, 4.3935, -1.3269)  0.211
H (0.2927, 1.5739, 2.8366)  0.352
H (1.7326, 2.2210, 4.6856)  0.475
H (3.3373, 4.1005, 4.4163)  0.409
H (3.4499, 5.3056, 2.2638)  0.436
H (2.0120, 4.6767, 0.4084)  0.305
O (1.1975, -2.5220, -0.3604)  -0.169
C (2.3497, -1.7654, -0.7870)  3.346
C (1.7322, -0.3878, -1.1779)  -0.296
O (2.2763, 0.6365, -0.8154)  -0.691
O (0.5147, -0.4444, -1.6789)  -0.859
C (3.2577, -1.5753, 0.4216)  -0.371
C (4.6360, -1.6664, 0.3356)  -0.309
C (5.4338, -1.4530, 1.4576)  -1.027
C (4.8653, -1.1438, 2.6784)  -0.597
C (3.4801, -1.0380, 2.7815)  -0.967
C (2.7031, -1.2573, 1.6627)  0.510
C (3.0090, -2.4054, -1.9899)  -0.377
C (3.4662, -3.7173, -1.8800)  -0.102
C (4.0429, -4.3564, -2.9654)  -1.006
C (4.1819, -3.6782, -4.1695)  -0.407
C (3.7423, -2.3688, -4.2820)  -0.940
C (3.1522, -1.7346, -3.1956)  -0.178
H (1.3404, -3.4677, -0.4853)  0.422
H (5.1034, -1.8935, -0.6132)  0.494
H (6.5093, -1.5285, 1.3654)  0.434
H (5.4886, -0.9806, 3.5474)  0.428
H (3.0185, -0.7855, 3.7269)  0.437
H (1.6208, -1.1643, 1.7999)  0.109
H (3.4002, -4.2392, -0.9296)  0.362
H (4.3949, -5.3749, -2.8691)  0.403
H (4.6368, -4.1710, -5.0186)  0.421
H (3.8512, -1.8379, -5.2182)  0.438
H (2.8083, -0.7139, -3.3151)  0.529
N (-3.5936, -5.9392, 1.5901)  -0.442
C (-2.8794, -4.8045, 1.4384)  1.116
C (-2.3543, -4.1151, 2.5432)  -0.812
C (-1.6407, -2.9653, 2.3272)  -0.627
N (-1.4024, -2.4535, 1.1098)  0.025
C (-1.9039, -3.1182, 0.0560)  -0.086
C (-2.6300, -4.2753, 0.1610)  -0.894
H (-3.8269, -6.2960, 2.4987)  0.195
H (-4.0158, -6.3874, 0.7974)  0.202
H (-2.5113, -4.4692, 3.5525)  0.353
H (-1.2369, -2.4166, 3.1702)  0.436
H (-1.7332, -2.6950, -0.9303)  0.473
H (-3.0140, -4.7524, -0.7299)  0.345

The following is a quantum chemistry calculation of 2 unconnected molecules or ions with the total composition C4H7NO2, from the Open Molecules 2025 dataset.

Computed properties:
Structure (SMILES): C=NC=O.C=CO
Highest occupied orbital energy in hartree: -0.3265
Energy in eV: -9844.8271
Strongest force on any atom in hartree/bohr: 0.0105
Spin multiplicity: 1

Each line ends with the Mulliken charge.
Element x y z (Å)
O (-0.9922, -0.2994, 1.6028)  -0.476
C (-1.6023, 0.4163, 0.6392)  -0.008
C (-1.1091, 1.4818, 0.0017)  -0.786
O (1.7601, 0.2564, 1.0908)  -0.532
C (2.0255, -0.5502, 0.2193)  0.174
N (1.1085, -1.4127, -0.3433)  -0.338
C (0.3190, -1.0975, -1.2793)  -0.322
H (-0.0627, -0.0035, 1.6672)  0.382
H (-2.5849, 0.0089, 0.4083)  0.351
H (-1.6906, 1.9799, -0.7655)  0.276
H (-0.1356, 1.8919, 0.2574)  0.300
H (3.0629, -0.7210, -0.1143)  0.361
H (0.3237, -0.1242, -1.7763)  0.303
H (-0.4223, -1.8267, -1.6080)  0.315

The following is a quantum chemistry calculation of a single C3H10N3PS molecule in a non-equilibrium geometry, from the Open Molecules 2025 dataset.

Computed properties:
Structure (SMILES): C=CCSP(=N)(N)N
Highest occupied orbital energy in hartree: -0.3378
Energy in eV: -27866.9739
Strongest force on any atom in hartree/bohr: 0.0715
Spin multiplicity: 1

Each line ends with the Mulliken charge.
Element x y z (Å)
C (1.2902, -1.0651, 0.7204)  -0.680
C (2.2519, -0.3830, -0.2710)  -0.051
C (2.5614, 0.9099, -0.3979)  -0.673
N (-3.0585, -0.7373, 0.1477)  -0.618
N (-1.6019, 0.7098, -1.3436)  -0.561
N (-1.2103, 1.0468, 1.2581)  -0.730
P (-1.4857, -0.0819, 0.1945)  0.820
S (-0.2765, -1.8001, 0.0551)  -0.176
H (1.9195, -1.8853, 1.3129)  0.323
H (1.0813, -0.2934, 1.4921)  0.245
H (2.5838, -1.1520, -0.8979)  0.318
H (3.4486, 1.0289, -1.0949)  0.209
H (2.2227, 1.8289, 0.1057)  0.329
H (-3.7796, 0.0456, 0.0075)  0.292
H (-3.2723, -1.6634, -0.2923)  0.226
H (-1.9536, 0.2036, -2.1143)  0.232
H (-0.7058, 1.1311, -1.4600)  0.227
H (-0.5583, 0.6103, 1.8463)  0.268

The following is a quantum chemistry calculation of a single C4H8O molecule, from the Open Molecules 2025 dataset.

Computed properties:
Structure (SMILES): OCC1CC1
Highest occupied orbital energy in hartree: -0.3712
Energy in eV: -6324.0200
Strongest force on any atom in hartree/bohr: 0.0071
Spin multiplicity: 1

Each line ends with the Mulliken charge.
Element x y z (Å)
O (-1.4738, 0.8207, -1.0526)  -0.530
C (-0.3667, -0.0013, -1.3666)  -0.666
C (0.6017, -0.2104, -0.2071)  0.156
C (0.1616, -0.9661, 1.0121)  -0.685
C (0.3800, 0.5160, 1.0932)  -0.602
H (-1.1269, 1.6765, -0.7726)  0.314
H (0.1870, 0.3956, -2.2313)  0.308
H (-0.8033, -0.9602, -1.6646)  0.291
H (1.6384, -0.3490, -0.5088)  0.380
H (-0.8673, -1.3173, 1.0277)  0.246
H (0.8776, -1.6164, 1.5070)  0.272
H (-0.5121, 1.1300, 1.1731)  0.264
H (1.2416, 0.8876, 1.6402)  0.250